(1)
Formula: C2H2I4S
Source: the Open Molecules 2025 dataset
Level of theory: ωB97M-V/def2-TZVPD

Properties
Gap between HOMO and LUMO (alpha / beta) in eV: 8.168 / 5.858
Charge: 0
Energy above the lowest of the compared OMol25 structures with the same formula, charge and spin in kcal per mole: 73.0
HOMO energy (alpha / beta) in eV: -9.24 / -8.32

Last column: Löwdin charge in e.
Element x y z (Å)
1 C 1.3015 -1.3575 0.7215  -1.345
2 C -0.4426 1.5647 -1.1672  -1.735
3 S -0.8443 1.5244 0.5924  0.422
4 I 0.1093 -2.9968 0.2092  0.664
5 I 1.9915 -1.0456 2.6138  0.745
6 I -1.3968 -0.0989 -2.1638  0.658
7 I -0.9586 3.5335 -1.9457  0.690
8 H 1.9058 -1.0616 -0.1486  -0.065
9 H 0.6867 1.5097 -1.1293  -0.033

Cartesian forces, eV/Å:
-0.2185 -0.4842 -0.9442
1.0878 -0.0277 1.2359
-0.1615 0.1895 -0.5499
0.3400 0.3856 0.4210
-0.0183 0.0014 -0.1393
0.4437 0.6298 -0.0321
0.1208 -0.6922 0.2827
-0.1798 0.1165 0.7272
-1.4142 -0.1187 -1.0014

(2)
Formula: C2H2I4S
Source: the Open Molecules 2025 dataset
Level of theory: ωB97M-V/def2-TZVPD

Properties
Gap between HOMO and LUMO (alpha / beta) in eV: 6.017 / 6.561
Charge: 0
Energy above the lowest of the compared OMol25 structures with the same formula, charge and spin in kcal per mole: 64.0
HOMO energy (alpha / beta) in eV: -8.42 / -8.61

Last column: Löwdin charge in e.
Element x y z (Å)
1 C -1.9236 -0.4215 -0.4223  -1.310
2 C 1.5238 0.4465 0.2758  -1.742
3 S 0.4493 1.0664 -0.9443  0.409
4 I -1.4108 -1.6523 1.2067  0.748
5 I -3.3803 1.0024 -0.1709  0.786
6 I 2.0788 -1.6770 -0.2106  0.523
7 I 3.2640 1.6415 0.4663  0.723
8 H -1.7878 -0.7728 -1.4765  -0.039
9 H 1.1867 0.3668 1.2759  -0.098

Cartesian forces, eV/Å:
1.7377 0.3582 -0.5595
0.5101 -1.1052 -1.0377
-1.5516 -0.3692 0.4284
-0.4992 0.5922 -0.9154
0.2029 -0.1455 -0.0530
0.2405 0.5088 0.1571
0.1958 0.1901 -0.1416
-0.1218 0.0497 1.3425
-0.7144 -0.0792 0.7792

(3)
Formula: C2H2IN
Source: the Open Molecules 2025 dataset
Level of theory: ωB97M-V/def2-TZVPD

Properties
Gap between HOMO and LUMO (alpha / beta) in eV: 8.307 / 8.445
Charge: 0
Energy above the lowest of the compared OMol25 structures with the same formula, charge and spin in kcal per mole: 77.5
HOMO energy (alpha / beta) in eV: -9.47 / -10.13

Last column: Löwdin charge in e.
Element x y z (Å)
1 C 0.1866 -1.0370 -0.1884  -0.451
2 C -0.2266 0.2145 0.2536  -0.732
3 N 0.5168 -2.0880 -0.5152  0.164
4 I 0.9949 1.2476 1.5903  0.812
5 H -0.1880 1.2741 -1.5233  0.198
6 H -1.2837 0.3888 0.3829  0.009

Cartesian forces, eV/Å:
0.0832 -0.3905 -0.0095
-0.1016 2.1809 -1.5425
0.1747 -0.4363 -0.1983
-0.1465 -0.1709 -0.1514
-0.0248 -1.1296 1.8484
0.0151 -0.0536 0.0532

(4)
Formula: C2H2IN4S
Source: the Open Molecules 2025 dataset
Level of theory: ωB97M-V/def2-TZVPD

Properties
Expectation value of S²: 2.02
Gap between HOMO and LUMO (alpha / beta) in eV: 6.296 / 6.828
Multiplicity: 3
Charge: -1
HOMO energy (alpha / beta) in eV: -3.43 / -5.26

Last column: Löwdin charge in e.
Element x y z (Å)
1 C -1.2342 -0.4753 0.5732  -0.990
2 C 1.6335 1.1270 0.1021  -0.700
3 N -0.5715 -0.5317 -1.5077  -0.073
4 N -2.1118 -1.1873 -0.1536  -0.064
5 N -1.6770 -1.2246 -1.3977  -0.117
6 N -0.3309 -0.0735 -0.3355  -0.142
7 S -1.2621 -0.2255 2.2422  0.578
8 I 3.0658 -0.2895 0.3277  0.626
9 H 1.5363 1.4624 -0.8434  -0.107
10 H 0.9519 1.4180 0.9928  -0.011

Cartesian forces, eV/Å:
-0.3004 -0.3256 -1.2835
-0.5873 0.4152 4.6112
0.1872 0.4999 0.9225
-1.6751 -1.6240 -0.7003
-2.2935 -1.1690 0.5364
3.0217 1.8972 0.7034
0.1215 0.1147 -0.5009
0.3098 -0.3344 0.2283
-0.4843 1.1198 -2.6751
1.7004 -0.5937 -1.8419

| no. | total energy (eV) |
| --- | --- |
| 1 | -45340.4595 |
| 2 | -45340.8512 |
| 3 | -11692.7825 |
| 4 | -26999.7698 |